Entry 1:
Below is 12 unconnected molecules or ions with the total composition C7H35NO11, with properties calculated with ωB97M-V/def2-TZVPD.

ORCA input file:
```
! wB97M-V def2-TZVPD RIJCOSX def2/J DEFGRID3
* xyz 0 1
C -0.627 -3.890 -1.201
C -0.376 -2.492 -0.789
C -0.530 -1.495 -1.675
C -0.241 -0.133 -1.196
C -1.090 0.592 -0.491
C -0.736 1.970 -0.004
C -0.440 1.970 1.510
N 0.691 1.073 1.888
H -0.802 -4.019 -2.256
H -1.550 -4.263 -0.703
H 0.155 -4.610 -0.879
H -0.022 -2.155 0.190
H -0.619 -1.598 -2.736
H 0.606 0.436 -1.602
H -1.974 0.109 -0.055
H -1.544 2.651 -0.193
H 0.095 2.408 -0.549
H -1.354 1.583 1.983
H -0.159 2.939 1.934
H 0.539 0.477 2.702
H 0.747 0.378 1.147
O 0.478 -1.221 3.828
H 1.166 -1.511 4.436
H 0.118 -2.020 3.415
O 3.379 -0.769 1.414
H 3.517 0.091 1.872
H 3.645 -1.523 1.942
O -1.668 -2.670 2.266
H -2.238 -2.572 1.494
H -1.986 -1.953 2.833
O 2.178 0.674 -3.023
H 2.623 1.454 -3.359
H 2.759 0.081 -2.528
O -4.140 0.594 -0.461
H -3.692 0.940 -1.258
H -4.986 0.187 -0.653
O 3.793 -0.591 -1.048
H 3.887 -0.055 -0.245
H 3.174 -1.270 -0.763
O 3.515 1.445 2.931
H 3.294 2.299 2.533
H 2.592 1.117 3.094
O -3.192 1.630 -2.857
H -2.583 0.989 -3.254
H -2.785 2.492 -2.969
O 2.571 1.883 0.037
H 3.431 2.151 -0.299
H 2.524 0.931 0.121
O -0.759 1.091 -3.933
H 0.133 1.022 -3.546
H -0.497 1.251 -4.850
O -3.677 0.534 2.337
H -3.037 1.044 1.831
H -4.305 0.327 1.635
*
```

Computed properties:
- Kohn-Sham gap (eV) = 9.05
- E_LUMO (eV) = 0.268
- HOMO energy (eV) = -8.78
- SMILES = C/C=C/C=C/CCN.O.O.O.O.O.O.O.O.O.O.O



Entry 2:
Below is 14 unconnected molecules or ions with the total composition C7H36O13, with properties calculated with ωB97M-V/def2-TZVPD.

ORCA input file:
```
! wB97M-V def2-TZVPD RIJCOSX def2/J DEFGRID3
* xyz 0 1
C -0.768 0.398 -0.421
C 0.302 1.174 -0.499
C -1.370 -0.473 1.838
C -1.093 -0.679 0.556
C -1.123 -2.006 -0.093
C -0.213 -2.697 -0.767
C -1.617 -1.522 2.876
H -1.564 0.632 -1.123
H 1.174 1.099 0.134
H 0.405 2.007 -1.180
H -1.423 0.538 2.229
H -2.148 -2.337 0.085
H -0.380 -3.628 -1.275
H 0.680 -2.102 -0.950
H -0.967 -2.396 2.736
H -1.382 -1.073 3.839
H -2.582 -2.028 2.881
H 3.896 2.336 -0.203
H 3.989 1.179 0.825
O 3.423 1.580 0.159
H 2.159 0.229 -2.075
H 2.857 0.763 -3.362
O 2.137 0.215 -3.039
H 1.763 -0.059 1.407
H 2.179 -1.456 0.967
O 2.530 -0.642 1.371
H 2.236 0.536 3.843
H 3.580 0.305 3.160
O 3.061 0.032 3.919
H -3.272 0.742 -3.392
H -2.068 0.008 -3.292
O -3.023 -0.194 -3.383
H 1.655 2.427 2.091
H 0.188 1.869 2.051
O 0.887 2.204 2.625
H -0.640 0.731 -4.269
H 0.111 1.711 -3.393
O -0.773 1.342 -3.534
H 3.018 -3.690 1.329
H 1.543 -3.433 0.946
O 2.446 -3.384 0.621
H 1.784 3.632 -2.188
H 0.383 4.376 -2.179
O 0.923 3.706 -2.608
H -3.939 0.250 -0.276
H -4.018 0.525 -1.909
O -4.164 0.816 -1.010
H 1.871 -3.075 3.892
H 2.538 -1.881 3.375
O 2.426 -2.828 3.141
H -3.900 -2.951 -1.467
H -3.256 -1.731 -1.972
O -3.930 -1.997 -1.326
H -2.567 3.912 0.426
H -2.051 2.783 -0.442
O -1.757 3.436 0.206
*
```

Computed properties:
- Kohn-Sham gap (eV) = 9.01
- E_LUMO (eV) = -0.183
- HOMO energy (eV) = -9.19